Record 1
Below is a structure of composition C19H18AuCl3N2OPSi, with properties calculated with wB97M-V/def2-TZVPD.

Computed properties:
LUMO level (alpha / beta): -5.3943 / -5.3959 eV
frontier orbital gap (alpha / beta): 4.28 / 4.27 eV
HOMO level (alpha / beta): -9.67 / -9.67 eV
net charge: +1

CARTESIAN COORDINATES (ANGSTROEM)
Au  -1.010  -0.731  1.978
O  -3.282  1.007  0.406
C  -2.318  1.596  0.120
C  -1.260  2.311  -0.262
C  -1.403  3.719  -0.529
C  -0.319  4.456  -0.906
C  0.944  3.866  -1.060
C  1.112  2.514  -0.819
C  0.051  1.718  -0.414
P  0.275  -0.009  0.038
C  2.075  -0.207  0.074
C  2.748  -0.845  -0.965
C  4.131  -0.880  -0.962
C  4.841  -0.292  0.072
C  4.171  0.344  1.109
C  2.790  0.382  1.117
C  -0.268  -1.061  -1.331
C  -0.182  -2.439  -1.129
C  -0.559  -3.302  -2.138
C  -1.015  -2.795  -3.345
C  -1.097  -1.426  -3.545
C  -0.732  -0.551  -2.537
H  -2.377  4.168  -0.413
H  -0.432  5.514  -1.085
H  1.787  4.468  -1.354
H  2.084  2.061  -0.950
H  2.196  -1.294  -1.777
H  4.653  -1.357  -1.778
H  5.919  -0.327  0.068
H  4.732  0.819  1.900
H  2.258  0.881  1.918
H  0.190  -2.826  -0.188
H  -0.491  -4.369  -1.984
H  -1.296  -3.473  -4.136
H  -1.438  -1.041  -4.493
H  -0.790  0.520  -2.686
N  -2.831  0.286  4.378
N  -1.553  -0.356  4.325
H  -3.192  0.324  5.329
H  -3.485  -0.248  3.814
H  -1.523  -1.243  4.837
H  -0.889  0.280  4.766
Cl  -4.547  -1.856  2.389
Si  -2.887  -2.225  1.294
Cl  -2.395  -4.179  1.505
Cl  -3.387  -1.903  -0.650

Record 2
Below is a structure of composition C18H20AsCl5GdN3O6S, with properties calculated with wB97M-V/def2-TZVPD.

Computed properties:
LUMO level (alpha / beta): 0.2883 / -2.1404 eV
frontier orbital gap (alpha / beta): 9.39 / 6.87 eV
HOMO level (alpha / beta): -9.10 / -9.01 eV
2S+1: 8

CARTESIAN COORDINATES (ANGSTROEM)
Gd  -0.523  0.780  0.291
C  1.944  -1.867  -0.683
C  0.632  -2.477  -0.126
N  -0.543  -1.742  -0.585
C  -0.865  -1.954  -2.003
C  -1.369  -0.664  -2.670
N  -0.575  0.511  -2.286
C  0.668  0.688  -3.036
C  1.767  -0.283  -2.579
N  1.775  -0.478  -1.124
H  2.321  -2.483  -1.505
H  2.695  -1.909  0.106
H  0.641  -2.419  0.962
H  0.585  -3.539  -0.399
H  -1.340  -2.061  -0.041
H  -1.636  -2.720  -2.117
H  0.027  -2.314  -2.514
H  -2.394  -0.491  -2.351
H  -1.368  -0.803  -3.758
H  -1.153  1.336  -2.416
H  1.008  1.709  -2.869
H  0.509  0.551  -4.113
H  2.726  0.107  -2.933
H  1.625  -1.245  -3.067
H  2.505  0.095  -0.726
Cl  1.670  0.157  2.273
C  2.308  1.612  1.545
C  1.549  2.107  0.491
C  2.064  3.264  -0.090
Cl  1.158  3.966  -1.397
C  3.246  3.874  0.319
Cl  3.825  5.292  -0.461
C  3.964  3.320  1.380
Cl  5.432  4.040  1.905
C  3.488  2.172  2.010
Cl  4.344  1.472  3.328
O  -1.272  -0.878  2.098
As  -2.927  -0.569  1.291
O  -3.501  -2.074  1.085
O  -2.541  0.226  -0.098
C  -3.951  0.451  2.558
C  -4.610  -0.227  3.574
C  -5.427  0.469  4.448
C  -5.585  1.841  4.289
C  -4.944  2.516  3.265
C  -4.132  1.822  2.372
S  -1.934  2.926  1.390
O  -3.577  2.465  1.303
O  -1.296  1.790  2.132
O  -1.507  2.791  -0.027
H  -1.450  -1.089  3.021
H  -4.487  -1.302  3.640
H  -5.959  -0.055  5.230
H  -6.223  2.392  4.967
H  -5.081  3.580  3.122

Record 3
Below is a structure of composition C32H25Cl2N8ORbS2, with properties calculated with wB97M-V/def2-TZVPD.

Computed properties:
LUMO level: 0.1045 eV
frontier orbital gap: 6.67 eV
HOMO level: -6.56 eV

CARTESIAN COORDINATES (ANGSTROEM)
Rb  -0.286  0.312  -0.401
C  2.211  -1.282  1.868
C  1.074  -1.074  2.827
C  1.050  -1.756  4.042
C  -0.007  -1.540  4.900
C  -1.018  -0.672  4.518
C  -0.942  -0.059  3.271
N  0.101  -0.248  2.457
C  -2.049  0.829  2.788
C  -3.307  0.768  3.388
C  -4.296  1.618  2.942
C  -4.026  2.473  1.891
C  -2.766  2.430  1.300
N  -1.798  1.637  1.760
C  -2.449  3.256  0.087
C  -3.430  4.005  -0.555
C  -3.083  4.733  -1.683
C  -1.779  4.694  -2.133
C  -0.853  3.913  -1.440
C  0.567  3.817  -1.912
N  -1.189  3.211  -0.362
H  2.112  -2.253  1.381
H  3.172  -1.270  2.382
H  2.203  -0.519  1.091
H  1.849  -2.441  4.295
H  -0.050  -2.039  5.860
H  -1.845  -0.475  5.183
H  -3.516  0.047  4.162
H  -5.278  1.602  3.396
H  -4.792  3.145  1.536
H  -4.450  4.015  -0.206
H  -3.829  5.319  -2.203
H  -1.472  5.251  -3.007
H  0.945  4.792  -2.219
H  0.636  3.146  -2.773
H  1.201  3.415  -1.126
Cl  -3.317  -2.327  1.748
C  -1.805  -2.993  1.211
C  -1.145  -3.886  2.052
C  0.045  -4.448  1.683
Cl  0.851  -5.541  2.779
C  0.637  -4.120  0.445
C  1.879  -4.624  -0.007
C  2.406  -4.170  -1.182
C  1.693  -3.199  -1.917
N  0.530  -2.734  -1.542
C  -0.022  -3.183  -0.391
C  -1.320  -2.600  -0.051
O  -1.912  -1.782  -0.820
H  -1.584  -4.137  3.008
H  2.403  -5.357  0.592
H  3.357  -4.537  -1.545
H  2.105  -2.793  -2.836
N  3.740  2.018  0.330
C  3.715  1.592  -0.971
N  2.649  1.162  -1.565
C  2.901  0.903  -2.902
C  4.177  1.127  -3.303
S  5.132  1.692  -1.979
C  1.805  0.400  -3.735
C  1.799  0.259  -5.087
S  0.306  -0.454  -5.592
C  -0.208  -0.495  -3.916
N  0.664  0.000  -3.092
N  -1.413  -0.973  -3.536
H  2.924  1.791  0.876
H  4.613  1.969  0.824
H  4.623  0.970  -4.270
H  2.553  0.525  -5.808
H  -1.930  -1.493  -4.224
H  -1.459  -1.362  -2.580

Record 4
Below is an isolated molecule of C5H13NSi, with properties calculated with wB97M-V/def2-TZVPD.

Computed properties:
LUMO level (alpha / beta): 0.8215 / -1.8268 eV
frontier orbital gap (alpha / beta): 5.40 / 7.63 eV
HOMO level (alpha / beta): -4.58 / -9.46 eV
2S+1: 3

CARTESIAN COORDINATES (ANGSTROEM)
C  -2.792  0.138  -0.146
C  -1.777  -0.558  0.268
C  0.429  1.798  -0.366
C  1.247  -0.404  1.832
C  -0.660  -0.849  -0.661
N  2.137  -0.746  -1.135
Si  0.996  -0.016  -0.047
H  -3.558  0.452  0.536
H  -2.785  0.337  -1.124
H  -1.777  -0.988  1.220
H  0.672  2.081  -1.330
H  -0.643  1.834  -0.176
H  0.907  2.585  0.168
H  1.254  -1.414  1.957
H  2.301  -0.012  2.208
H  0.606  0.170  2.394
H  -0.757  -0.493  -1.716
H  -0.695  -2.014  -0.751
H  3.082  -0.607  -1.184
H  1.812  -1.296  -1.947